[1]
# C10H27CrO7

C10H27CrO7 as an isolated structure in a non-equilibrium geometry (wB97M-V/def2-TZVPD, the Open Molecules 2025 dataset).

Last column: Mulliken spin population.
Positions of all 45 atoms, in Å:
Cr  -0.087  0.338  -0.036  3.9225
C  -1.038  -1.898  3.276  0.0010
C  0.186  -1.613  2.490  0.0038
O  0.508  -0.364  1.959  -0.0196
H  -0.912  -1.339  4.203  0.0007
H  -0.946  -2.966  3.476  -0.0002
H  -2.018  -1.728  2.832  -0.0016
H  0.193  -2.232  1.593  -0.0018
H  1.071  -2.075  2.927  0.0011
C  2.790  3.943  -0.652  -0.0004
C  2.750  2.487  -0.281  0.0092
O  1.558  1.908  0.305  0.0352
H  3.820  4.190  -0.908  -0.0006
H  2.598  4.589  0.205  -0.0006
H  2.064  4.282  -1.392  0.0009
H  3.505  2.382  0.498  0.0023
H  3.039  2.046  -1.235  -0.0012
C  -3.767  0.821  1.207  -0.0010
C  -3.018  2.119  1.052  0.0112
O  -1.683  1.742  0.700  0.0301
H  -3.374  0.211  2.021  0.0013
H  -3.642  0.210  0.313  0.0028
H  -4.845  0.756  1.354  -0.0013
H  -3.051  2.776  1.922  0.0006
H  -3.587  2.589  0.249  -0.0004
C  2.606  -1.206  -1.190  0.0087
C  3.378  -2.507  -0.663  0.0048
O  2.972  -3.605  -1.451  -0.0006
O  1.233  -1.234  -0.862  -0.0283
H  2.749  -0.938  -2.237  -0.0011
H  3.091  -0.349  -0.722  -0.0006
H  3.368  -2.691  0.411  0.0001
H  4.430  -2.288  -0.844  0.0001
H  2.295  -4.009  -0.902  0.0002
H  0.820  -2.088  -0.710  0.0075
C  -2.087  0.439  -2.352  0.0079
C  -2.264  -1.009  -1.856  -0.0026
O  -1.463  -1.256  -0.596  0.0091
O  -0.658  0.799  -2.091  -0.0033
H  -2.682  1.125  -1.750  -0.0006
H  -2.228  0.749  -3.387  -0.0030
H  -1.990  -1.720  -2.635  -0.0040
H  -3.343  -1.110  -1.739  -0.0009
H  -1.912  -1.960  -0.121  0.0111
H  -0.432  1.686  -2.381  0.0014

Its charge is -1. As for the spin multiplicity: 5. For the HOMO-LUMO gap (spin up / spin down), the calculation gives 4.97 / 5.58 eV. The calculation puts the LUMO energy (spin up / spin down) at 2.4 / 2.3 eV. The relative energy (zero: lowest compared OMol25 entry of this formula, charge and spin) comes out at 2.422 eV.


[2]
# C10H27KNO10P

C10H27KNO10P as an isolated structure in a non-equilibrium geometry (wB97M-V/def2-TZVPD, the Open Molecules 2025 dataset).

Last column: Mulliken charge in e.
Positions of all 50 atoms, in Å:
K  0.875  -1.208  0.648  0.9186
P  3.452  -0.058  -0.574  0.2493
O  3.888  -1.086  0.439  -0.7597
O  2.192  -0.505  -1.417  -0.7848
O  4.664  0.063  -1.619  -0.9956
O  3.170  1.385  0.067  -0.8496
C  4.838  -2.940  3.200  -0.5167
C  3.845  -1.872  3.684  -0.5186
O  2.925  -1.661  2.615  -0.2914
O  5.428  -2.848  1.921  -0.5418
H  4.323  -3.892  3.329  0.2180
H  5.633  -3.045  3.939  0.3232
H  4.502  -1.011  3.809  0.3199
H  3.321  -2.113  4.608  0.2669
H  3.465  -1.242  1.941  0.3554
H  4.829  -2.399  1.320  0.5438
C  2.770  -3.931  -0.814  -0.3063
C  1.853  -3.815  -2.062  -0.4646
O  1.114  -2.629  -2.042  -0.6029
O  3.932  -3.242  -1.079  -0.4521
H  3.044  -4.976  -0.675  0.3911
H  2.306  -3.748  0.155  0.0069
H  1.394  -4.759  -2.358  0.3642
H  2.324  -3.781  -3.045  0.2721
H  1.600  -1.858  -1.741  0.3331
H  3.922  -2.451  -0.535  0.5720
C  -6.224  3.902  -1.699  -0.7389
O  -5.175  4.780  -2.029  -0.3879
C  -3.932  4.007  -2.070  -0.6351
C  -3.014  4.258  -0.903  -0.5662
N  -3.400  3.457  0.345  -0.4363
C  -2.217  2.662  0.865  -0.9519
C  -2.050  1.430  0.079  0.2837
O  -3.274  0.636  0.203  -0.3881
C  -3.307  -0.823  0.260  -0.5581
H  -6.609  3.321  -2.538  0.3015
H  -7.151  4.473  -1.635  0.3230
H  -6.199  3.552  -0.667  0.2878
H  -3.374  4.343  -2.944  0.3806
H  -4.006  2.921  -2.129  0.4245
H  -3.016  5.300  -0.585  0.4090
H  -1.944  4.071  -1.004  0.3810
H  -4.044  2.771  -0.021  0.2057
H  -2.417  2.430  1.911  0.3293
H  -1.317  3.274  0.802  0.4183
H  -1.112  0.929  0.317  0.0729
H  -1.867  1.574  -0.986  0.1776
H  -3.757  -1.141  1.200  0.2318
H  -2.310  -1.205  0.039  0.1490
H  -3.895  -1.297  -0.525  0.2364

Its charge is -2. For the HOMO-LUMO gap, the calculation gives 2.62 eV. The calculation puts the LUMO energy at 3.5 eV. The relative energy (zero: lowest compared OMol25 entry of this formula, charge and spin) comes out at 2.807 eV.


[3]
# C10H28Br3Cl2N9O18Pd

C10H28Br3Cl2N9O18Pd as an isolated structure in a non-equilibrium geometry (wB97M-V/def2-TZVPD, the Open Molecules 2025 dataset).

Last column: Mulliken spin population.
Positions of all 71 atoms, in Å:
Pd  11.056  9.945  12.763  1.5788
Cl  9.235  8.563  12.770  0.1190
Cl  12.805  11.577  12.396  0.1262
C  13.627  15.123  13.402  0.0008
Br  15.270  15.943  13.967  0.0001
Br  12.790  16.001  11.962  0.0000
Br  12.387  14.614  14.821  -0.0001
H  13.917  14.136  13.074  0.0011
C  6.332  7.658  9.477  0.0022
N  5.608  8.398  8.372  -0.0002
O  5.136  7.812  7.449  0.0000
O  5.464  9.638  8.508  0.0000
H  5.659  7.641  10.426  -0.0001
H  7.312  8.118  9.637  -0.0016
H  6.425  6.673  8.971  -0.0001
C  6.106  12.016  6.747  0.0000
N  7.444  11.392  6.602  0.0000
O  7.927  11.304  5.485  0.0000
O  7.993  10.919  7.574  0.0001
H  6.225  13.131  6.577  0.0000
H  5.824  11.894  7.807  0.0000
H  5.486  11.502  6.030  0.0000
C  10.260  13.290  10.418  -0.0002
N  9.618  13.424  11.697  -0.0023
O  9.215  14.498  12.098  0.0009
O  9.540  12.397  12.382  0.0041
H  9.641  13.942  9.839  0.0000
H  10.342  12.279  10.081  -0.0002
H  11.301  13.714  10.506  0.0004
C  7.160  11.628  13.950  0.0003
N  7.716  11.965  15.247  -0.0002
O  7.449  11.277  16.198  0.0000
O  8.254  13.042  15.295  -0.0002
H  7.752  10.838  13.492  0.0021
H  7.087  12.443  13.234  0.0001
H  6.237  11.119  14.191  0.0001
C  10.606  11.704  16.905  0.0057
N  11.366  11.054  15.773  0.0074
O  10.631  10.528  14.945  0.0494
O  12.558  11.019  15.778  -0.0040
H  10.554  12.748  16.629  0.0001
H  11.154  11.629  17.924  0.0002
H  9.624  11.211  16.962  0.0007
C  10.985  7.843  8.513  0.0046
N  11.354  8.246  9.921  0.0059
O  11.004  9.342  10.285  0.0288
O  11.894  7.486  10.623  -0.0056
H  10.338  8.654  8.175  0.0003
H  10.374  6.961  8.515  0.0001
H  11.811  7.731  7.820  0.0000
C  15.575  6.871  9.528  0.0000
N  14.856  8.227  9.308  0.0001
O  14.168  8.372  8.302  0.0000
O  15.107  9.045  10.141  0.0000
H  14.889  6.055  9.246  0.0000
H  15.847  6.856  10.564  0.0000
H  16.410  6.924  8.766  0.0000
C  15.646  9.933  14.788  0.0001
N  15.327  8.726  15.603  0.0001
O  14.215  8.609  16.089  -0.0003
O  16.223  7.959  15.838  0.0000
H  15.883  9.729  13.776  0.0004
H  16.453  10.512  15.266  -0.0001
H  14.724  10.513  14.667  -0.0010
C  11.764  6.968  14.656  -0.0039
N  12.874  7.540  13.806  0.0054
O  12.841  8.634  13.281  0.0729
O  13.909  6.933  13.706  0.0024
H  12.170  6.087  15.113  -0.0009
H  10.822  6.878  14.105  0.0035
H  11.643  7.792  15.380  -0.0036

As for the spin multiplicity: 3. For the HOMO-LUMO gap (spin up / spin down), the calculation gives 8.92 / 7.50 eV. The calculation puts the LUMO energy (spin up / spin down) at -0.2 / -1.8 eV.


[4]
# C10H28O4

A 4-piece molecular cluster, C10H28O4 overall in a non-equilibrium geometry (wB97M-V/def2-TZVPD, the Open Molecules 2025 dataset).

Last column: natural (NBO) charge in e.
Positions of all 42 atoms, in Å:
C  23.953  12.878  -15.593  -0.6311
C  23.426  12.306  -16.882  0.1007
C  24.328  12.637  -18.076  -0.6316
O  23.304  10.917  -16.874  -0.7259
H  24.877  12.306  -15.508  0.2100
H  23.343  12.661  -14.716  0.2068
H  24.113  13.954  -15.662  0.2135
H  22.459  12.800  -16.978  0.1450
H  24.514  13.711  -18.088  0.1995
H  23.860  12.556  -19.057  0.2171
H  25.292  12.139  -18.178  0.2219
H  22.640  10.568  -16.275  0.4733
C  27.291  13.132  -23.670  -0.6216
C  26.476  14.372  -23.293  0.0941
C  25.771  14.127  -21.981  -0.6232
O  27.420  15.337  -23.119  -0.7195
H  26.645  12.355  -24.079  0.1984
H  27.963  12.691  -22.935  0.2166
H  27.932  13.511  -24.466  0.1959
H  25.740  14.666  -24.041  0.1579
H  25.054  14.917  -21.760  0.2072
H  26.408  14.089  -21.097  0.2160
H  25.239  13.176  -21.985  0.2080
H  27.711  15.725  -23.948  0.4703
C  22.275  15.059  -20.015  -0.6361
C  21.927  15.670  -18.669  -0.0573
O  22.188  17.072  -18.702  -0.7433
H  21.972  15.655  -20.876  0.2108
H  21.760  14.100  -20.064  0.2084
H  23.342  14.838  -20.033  0.2106
H  22.529  15.190  -17.897  0.1759
H  20.867  15.622  -18.419  0.1613
H  21.563  17.579  -19.225  0.4699
C  25.476  17.863  -18.163  -0.6475
C  26.172  16.739  -17.468  -0.0652
O  27.619  16.867  -17.529  -0.7346
H  26.186  18.437  -18.758  0.2262
H  24.914  18.473  -17.455  0.2087
H  24.809  17.511  -18.950  0.2293
H  26.012  15.757  -17.912  0.1537
H  25.654  16.746  -16.508  0.1590
H  28.050  16.012  -17.597  0.4708

For the HOMO-LUMO gap, the calculation gives 10.67 eV. As for the SMILES: CC(C)O.CC(C)O.CCO.CCO. The calculation puts the LUMO energy at 0.7 eV. The relative energy (zero: lowest compared OMol25 entry of this formula, charge and spin) comes out at 1.850 eV.


[5]
# C10H29ClIN2P2SY

C10H29ClIN2P2SY as an isolated structure in a non-equilibrium geometry (wB97M-V/def2-TZVPD, the Open Molecules 2025 dataset).

Last column: natural (NBO) charge in e.
Positions of all 47 atoms, in Å:
C  2.193  0.369  -0.092  -0.7435
I  0.467  -1.858  -0.136  -0.7935
H  1.361  0.721  -0.709  0.2219
H  2.733  -0.415  -0.624  0.2505
H  2.889  1.214  0.020  0.2202
Y  -2.727  1.589  -1.951  2.0061
P  -0.582  0.700  -3.337  0.6355
C  1.091  0.020  -3.416  -0.9362
C  -1.574  -0.487  -4.329  -0.9379
H  -1.128  -0.584  -5.332  0.2787
H  -0.119  1.871  -5.429  0.2820
H  -2.627  -0.165  -4.427  0.2354
H  -1.535  2.604  -4.594  0.2285
H  1.119  -0.935  -2.867  0.3058
H  -1.556  -1.467  -3.834  0.2851
C  -0.529  2.164  -4.453  -0.9422
H  1.417  -0.134  -4.456  0.2687
H  0.126  2.931  -4.011  0.2622
H  1.790  0.700  -2.911  0.2567
P  -3.127  1.356  0.735  0.6527
C  -2.050  0.794  2.085  -0.9256
C  -3.614  3.034  1.283  -0.9227
H  -5.375  0.595  0.212  0.2657
H  -5.137  0.832  1.976  0.2645
H  -4.455  -0.620  1.152  0.2680
C  -4.682  0.449  1.051  -0.9142
H  -4.148  3.560  0.480  0.2503
H  -4.274  2.920  2.154  0.2722
H  -2.576  0.908  3.046  0.2657
H  -1.126  1.387  2.094  0.2523
H  -2.716  3.599  1.564  0.2571
H  -1.772  -0.253  1.917  0.2870
Cl  -5.114  1.821  -2.499  -0.5890
C  4.333  -3.009  1.857  -0.4280
N  3.389  -1.982  1.452  -0.5710
C  2.821  -1.095  2.252  0.3842
S  1.631  0.060  1.655  0.3201
N  3.044  -1.071  3.580  -0.5710
C  3.199  -2.262  4.423  -0.4268
H  5.146  -2.576  2.440  0.2245
H  4.744  -3.454  0.949  0.2403
H  3.844  -3.799  2.441  0.2201
H  2.891  -2.129  0.568  0.4452
H  2.618  -0.268  4.040  0.4193
H  4.239  -2.610  4.410  0.2221
H  2.942  -1.952  5.436  0.2381
H  2.517  -3.074  4.134  0.2152

Its charge is +2. For the HOMO-LUMO gap, the calculation gives 4.10 eV. The calculation puts the LUMO energy at -7.9 eV. The relative energy (zero: lowest compared OMol25 entry of this formula, charge and spin) comes out at 0.000 eV.


[6]
# C10H29NNbO3

C10H29NNbO3 as an isolated structure in a non-equilibrium geometry (wB97M-V/def2-TZVPD, the Open Molecules 2025 dataset).

Last column: natural (NBO) charge in e.
Positions of all 44 atoms, in Å:
C  -3.573  -1.737  1.087  -0.6544
C  -3.322  -0.510  0.094  -0.2077
N  -1.904  -0.230  -0.229  -0.5705
C  -1.146  0.364  0.908  -0.2283
C  0.193  1.112  0.360  -1.0557
Nb  2.140  -0.006  0.843  1.9006
C  -1.225  -1.374  -0.842  0.7476
C  -0.884  -1.235  -2.406  -0.7306
O  -0.860  -2.404  -0.266  -0.5399
H  -2.679  -1.847  1.784  0.2322
H  -3.664  -2.692  0.464  0.2081
H  -4.506  -1.608  1.737  0.1995
H  -3.816  0.405  0.562  0.2021
H  -3.883  -0.687  -0.888  0.1901
H  -1.784  1.207  1.353  0.1783
H  -0.911  -0.365  1.742  0.2004
H  0.290  2.152  0.835  0.2299
H  0.140  1.283  -0.774  0.2276
H  2.812  0.514  -0.791  -0.4648
H  1.614  -1.544  0.038  -0.4396
H  1.503  -0.551  2.491  -0.4885
H  2.896  1.478  1.614  -0.4546
H  3.719  -0.856  1.247  -0.3794
H  0.237  -1.274  -2.586  0.2616
H  -1.469  -2.028  -2.960  0.2197
H  -1.244  -0.208  -2.748  0.2167
C  -3.405  4.926  0.156  -0.6348
C  -4.418  3.830  0.428  -0.0588
O  -4.402  2.872  -0.623  -0.7272
H  -3.623  5.422  -0.793  0.2065
H  -3.413  5.672  0.955  0.2042
H  -2.398  4.509  0.075  0.2127
H  -5.425  4.247  0.487  0.1671
H  -4.198  3.321  1.372  0.1570
H  -3.510  2.499  -0.664  0.4743
C  6.829  -3.063  -1.057  -0.6291
C  6.160  -2.271  0.051  -0.0625
O  4.749  -2.362  -0.058  -0.6871
H  6.515  -2.691  -2.036  0.2104
H  7.918  -2.995  -0.986  0.1945
H  6.539  -4.117  -1.008  0.1885
H  6.434  -1.217  -0.014  0.1831
H  6.462  -2.647  1.036  0.1469
H  4.509  -3.295  0.010  0.4537

Its charge is -1. For the HOMO-LUMO gap, the calculation gives 7.09 eV. The calculation puts the LUMO energy at 2.9 eV. The relative energy (zero: lowest compared OMol25 entry of this formula, charge and spin) comes out at 0.000 eV.


E_tot per entry: -1968.2104; -2145.6180; -11014.3646; -698.6767; -2384.5131; -735.5216 a.u.